Here is a molecular structure, C12H63FI2O29 at a distorted geometry from the Open Molecules 2025 dataset. Energies are from ωB97M-V/def2-TZVPD.

CARTESIAN COORDINATES (ANGSTROEM)
C1 3.004 0.081 -0.465
C2 2.092 0.453 -1.692
O1 1.643 -0.434 -2.374
O2 1.941 1.837 -1.909
C3 0.635 2.250 -2.317
O3 0.272 1.935 -3.420
C4 -0.125 3.176 -1.334
C5 -1.657 2.815 -1.056
O4 -2.265 1.975 -2.043
C6 -2.396 0.629 -1.708
O5 -1.572 -0.150 -2.153
C7 -3.589 0.015 -0.900
C8 -4.005 -1.420 -1.403
C9 -3.562 -2.540 -0.411
F1 -2.153 -2.512 -0.189
C10 -2.001 2.478 0.432
I1 -3.675 3.579 1.292
C11 -1.391 1.558 1.242
C12 -0.195 0.694 0.751
I2 -2.050 1.226 3.287
H1 2.680 -0.880 -0.008
H2 4.050 -0.021 -0.842
H3 3.001 0.913 0.292
H4 -0.070 4.205 -1.792
H5 0.413 3.287 -0.355
H6 -2.162 3.811 -1.209
H7 -3.430 0.077 0.209
H8 -4.470 0.694 -1.100
H9 -5.125 -1.436 -1.481
H10 -3.604 -1.592 -2.434
H11 -4.141 -2.467 0.551
H12 -3.790 -3.527 -0.878
H13 0.662 1.337 0.424
H14 -0.465 -0.099 0.013
H15 0.200 0.141 1.651
O6 -1.129 -1.930 4.394
H16 -1.603 -1.097 4.263
H17 -1.450 -2.249 5.248
O7 2.367 -3.689 -2.635
H18 1.778 -2.937 -2.791
H19 2.067 -4.052 -1.794
O8 -1.475 6.121 1.892
H20 -1.779 6.797 1.277
H21 -1.386 6.594 2.730
O9 -1.198 -2.607 -4.124
H22 -1.530 -1.931 -4.726
H23 -1.109 -2.142 -3.281
O10 -5.877 -3.742 -1.072
H24 -6.714 -3.878 -0.611
H25 -5.678 -4.605 -1.456
O11 -5.709 -2.680 1.909
H26 -5.709 -2.394 2.829
H27 -5.565 -3.631 1.967
O12 -5.902 -4.075 4.184
H28 -5.257 -4.519 4.748
H29 -6.736 -4.167 4.661
O13 -1.134 6.055 -2.233
H30 -1.612 6.815 -1.882
H31 -1.655 5.785 -2.999
O14 2.471 5.352 -1.859
H32 2.206 5.746 -2.700
H33 2.769 4.466 -2.100
O15 0.876 -4.007 4.034
H34 0.393 -3.223 4.335
H35 0.332 -4.355 3.318
O16 1.299 1.584 -6.133
H36 2.120 1.130 -5.914
H37 0.784 1.548 -5.316
O17 -0.672 -1.244 7.208
H38 -0.432 -0.396 6.818
H39 0.163 -1.588 7.553
O18 2.940 -2.533 2.679
H40 2.313 -3.166 3.065
H41 3.594 -2.386 3.374
O19 5.231 -0.565 2.815
H42 4.759 0.235 3.089
H43 4.679 -0.929 2.112
O20 3.609 1.784 2.724
H44 3.273 2.451 2.113
H45 3.815 2.282 3.524
O21 -1.002 8.538 3.382
H46 -0.766 9.394 3.007
H47 -0.185 8.231 3.800
O22 2.910 -5.558 -5.118
H48 2.499 -4.929 -5.724
H49 2.980 -5.073 -4.287
O23 2.087 -2.518 8.671
H50 1.995 -3.398 9.054
H51 3.034 -2.342 8.712
O24 0.655 4.697 -5.396
H52 -0.178 4.510 -4.949
H53 0.872 3.863 -5.837
O25 -0.772 7.065 5.699
H54 -1.268 7.875 5.522
H55 -1.152 6.730 6.519
O26 3.484 -4.059 0.186
H56 3.581 -3.733 1.093
H57 3.565 -5.016 0.269
O27 4.433 -1.607 -2.441
H58 4.025 -2.480 -2.495
H59 4.466 -1.307 -3.358
O28 5.598 -3.115 -4.912
H60 5.277 -3.928 -5.324
H61 5.888 -3.394 -4.035
O29 1.298 -4.868 -7.815
H62 0.573 -4.370 -7.419
H63 0.896 -5.303 -8.575

The calculation puts the total energy at -91761.44513 eV. The HOMO-LUMO gap is 8.53 eV. Its multiplicity is 1.

Here are the Mulliken charges for atoms 1 to 99, given in e: -0.54 0.36 -0.35 -0.37 0.59 -0.57 -0.50 0.38 -0.38 -0.05 -0.09 -0.07 -0.59 -0.10 -0.28 -0.92 -0.01 -0.01 -0.02 0.22 0.23 0.44 -0.07 0.24 0.21 0.71 0.08 0.44 0.40 0.16 0.14 0.22 -0.41 -0.05 0.67 -0.48 0.03 0.32 -0.59 0.27 0.26 -0.53 0.26 0.32 -0.66 0.32 0.32 -0.55 0.26 0.29 -0.66 0.29 0.31 -0.59 0.30 0.29 -0.57 0.26 0.30 -0.62 0.32 0.31 -0.70 0.39 0.31 -0.68 0.30 0.45 -0.65 0.31 0.32 -0.61 0.31 0.33 -0.64 0.40 0.28 -0.61 0.28 0.27 -0.67 0.28 0.37 -0.63 0.29 0.34 -0.62 0.31 0.31 -0.64 0.29 0.33 -0.63 0.33 0.29 -0.56 0.33 0.27 -0.57